Formula: C31H75B4F16N7O5
Source: the OMol25 dataset
Level of theory: wB97M-V/def2-TZVPD

Properties
E_LUMO	-3.379	eV
Kohn-Sham gap	10.150	eV
molecular weight	973.201	g mol⁻¹
largest force on an atom	3.788	eV Å⁻¹
charge	+2

```
138
Properties=species:S:1:pos:R:3:forces:R:3
C -5.374356 -3.413087 3.383907 1.812 -1.326 -0.518
C -4.179622 -2.551506 3.815751 0.216 2.201 1.447
N -2.912135 -2.261055 2.936733 -1.113 -0.526 0.508
C -2.056976 -1.273071 3.675109 -0.750 -2.262 2.047
C -2.170344 -3.575269 2.710128 -1.390 -0.503 -1.987
C -0.716825 -3.474912 2.207876 -1.347 -0.430 -0.920
C -3.332040 -1.637950 1.649382 0.239 -0.775 -1.804
C -4.190652 -0.368770 1.660123 -0.322 -0.775 -0.536
O -5.563186 -0.715111 1.683173 -0.119 -0.379 -0.134
C -6.400533 0.407276 1.447457 0.634 1.442 -0.857
H -6.246139 -3.280942 4.026189 0.488 -0.078 0.365
H -5.052724 -4.481690 3.289196 -0.575 0.702 0.455
H -5.718317 -3.146748 2.412671 -0.198 0.496 -0.852
H -3.685400 -2.835640 4.774549 -0.773 -0.249 -0.635
H -4.576283 -1.512495 4.004727 0.400 -0.959 -0.194
H -1.057284 -1.363408 3.302240 0.332 0.688 -0.410
H -2.042019 -1.610586 4.756035 0.131 0.390 -1.150
H -2.589076 -0.363273 3.632124 0.266 1.269 -0.129
H -2.811376 -4.061569 1.889177 1.022 0.495 1.105
H -2.389121 -4.170060 3.591901 0.648 0.010 0.269
H -0.004766 -3.054735 2.870194 0.277 0.480 0.674
H -0.701145 -2.927691 1.239706 0.119 -0.325 0.684
H -0.350844 -4.489076 2.015144 -0.256 0.062 -0.043
H -3.962542 -2.416078 1.100965 1.065 0.963 0.529
H -2.355697 -1.451783 1.097061 -1.331 -0.198 0.460
H -3.961715 0.119533 0.711788 0.075 0.291 -0.028
H -4.007553 0.319132 2.459527 0.488 0.550 0.467
H -7.426013 0.154448 1.798928 0.747 0.183 -0.742
H -6.298203 0.816896 0.335175 -0.594 -1.182 2.054
H -6.013715 1.257122 2.056978 -0.447 -0.369 -0.170
C 1.762836 5.747648 2.338086 -0.490 0.962 -0.364
C 1.576668 7.085593 1.670987 -0.469 -0.182 0.861
N 0.338228 7.174883 0.753384 0.954 2.511 1.400
C 0.328735 8.602912 0.290158 -1.150 0.562 0.415
C 0.532320 6.184353 -0.358858 -2.382 -0.915 0.552
C 1.769098 6.275361 -1.225493 -1.705 0.143 -2.020
C -0.964790 6.972531 1.617807 1.736 -1.597 0.688
C -2.332912 7.407538 1.158194 -0.449 0.323 1.032
O -2.652161 7.100110 -0.157411 0.079 0.059 0.229
C -4.075063 6.957382 -0.342712 0.805 -0.840 0.979
H 2.027273 4.992295 1.628741 -0.060 -0.754 -0.164
H 0.868620 5.588724 2.901838 -0.360 -0.964 0.458
H 2.572654 5.901006 3.014710 0.649 -0.177 0.589
H 2.451281 7.252054 1.077856 0.233 0.668 -0.603
H 1.519641 7.820425 2.500588 -0.300 0.027 -0.950
H 1.231963 8.935115 -0.180264 0.499 -0.431 -0.569
H 0.229808 9.278631 1.152619 -0.083 -0.524 0.037
H -0.557949 8.779730 -0.325051 0.317 -0.197 -0.204
H -0.487468 6.214517 -0.838999 1.348 0.105 -0.390
H 0.477654 5.235501 0.188976 0.320 -0.028 -0.308
H 1.620665 5.548669 -2.048991 -0.043 0.002 0.617
H 2.702748 6.011194 -0.810032 0.867 -0.085 0.855
H 1.814224 7.193890 -1.816552 0.189 0.273 0.518
H -0.798973 7.498913 2.602809 0.162 -0.586 -1.082
H -0.897279 5.886399 1.789069 -0.481 0.343 0.107
H -2.388313 8.490014 1.422788 -0.430 -0.330 -0.663
H -3.062222 6.879905 1.843751 0.904 0.463 -0.322
H -4.624265 7.708274 0.241830 0.040 -0.305 -0.224
H -4.383973 5.904576 -0.126731 0.125 0.882 0.196
H -4.145271 7.114627 -1.371316 -0.830 0.364 -1.635
C -1.661540 -2.245561 -8.283278 -1.191 1.194 -0.576
C -2.462083 -2.820862 -7.159524 -2.372 0.133 1.241
N -1.993675 -4.089610 -6.619158 -0.341 -1.415 0.485
C -2.757956 -5.225729 -6.237376 0.403 2.601 -0.847
C -1.947579 -6.062500 -5.596260 -0.211 -1.735 0.299
N -0.737362 -5.464420 -5.592175 3.728 -0.550 0.384
C -0.752611 -4.290218 -6.225142 -0.747 -0.469 0.252
C 0.512372 -6.118583 -5.063128 -0.561 1.353 -0.086
H -1.547473 -2.740400 -9.249449 -0.294 -0.539 0.424
H -0.721092 -1.902696 -7.949125 1.283 0.149 0.440
H -2.199465 -1.309551 -8.485687 0.169 -0.079 -0.264
H -3.570785 -2.937910 -7.331828 1.197 -0.212 -0.579
H -2.529676 -2.127998 -6.283321 0.686 -0.259 -0.713
H -3.774905 -5.154896 -6.447585 -1.439 -0.500 -0.212
H -2.072908 -7.111360 -5.244555 -0.024 1.305 -0.196
H 0.028656 -3.574419 -6.397650 0.328 -0.210 0.323
H 1.397584 -5.711038 -5.526629 0.025 0.695 -0.065
H 0.561865 -7.130834 -5.347209 -0.528 -1.359 -0.199
H 0.570944 -6.002886 -3.987398 -0.089 0.043 0.066
C 1.281099 0.631918 2.153705 -0.514 0.763 -2.178
C 0.487351 0.348720 0.881774 -1.194 -1.066 -1.208
O 0.039441 -0.702386 0.444711 1.320 2.196 1.288
N 0.108291 1.611246 0.081304 0.216 0.800 2.820
H -0.242209 2.354626 0.783716 -0.110 -1.009 -0.379
H 0.996520 2.030133 -0.176954 0.563 0.193 -0.918
C -0.808905 1.431359 -1.006501 -0.761 -0.788 -2.398
H 1.704048 -0.291920 2.459930 0.034 -0.713 0.869
H 0.575757 1.169862 2.774386 -0.228 -0.344 0.743
H 2.082957 1.353219 1.976397 0.044 -0.069 -0.345
H -1.242206 2.320347 -1.530595 0.731 -0.334 1.190
H -1.607934 0.737723 -0.776127 -0.260 0.247 0.654
H -0.278596 0.858783 -1.748677 0.228 0.069 -0.499
C 3.026119 -1.089769 -3.753127 -0.119 1.006 -1.291
C 2.812714 -2.253798 -2.925299 0.865 -0.170 -1.256
O 2.934280 -3.405468 -3.202529 -0.237 -0.143 0.099
N 2.426036 -1.886969 -1.578280 -2.220 -0.720 0.864
H 1.387793 -2.124362 -1.575882 1.018 0.398 0.278
H 2.460340 -0.859206 -1.396161 0.236 -0.302 -0.157
C 3.193762 -2.679130 -0.599628 1.924 0.905 0.614
H 3.686023 -0.350734 -3.303282 -0.141 0.110 0.321
H 2.036163 -0.642616 -3.925477 0.273 0.154 0.168
H 3.435907 -1.345798 -4.712320 0.146 -0.345 -0.376
H 2.639169 -2.714530 0.298583 -0.483 -0.002 1.013
H 4.146821 -2.091934 -0.401498 -1.137 -0.910 -0.185
H 3.421809 -3.694539 -0.931861 -0.267 0.426 -0.292
C 7.117242 -3.805641 2.238069 -0.140 -0.455 -0.214
C 6.835045 -5.167034 2.872542 0.474 0.246 1.172
O 7.516376 -6.130606 2.837658 -0.106 0.119 -0.407
N 5.559070 -5.317152 3.799362 0.316 1.025 -2.316
H 4.799466 -4.796237 3.272279 -0.081 -0.692 0.746
H 5.338565 -6.314461 3.817378 0.149 0.133 0.368
C 5.869230 -4.610321 5.073616 0.980 -0.901 -0.595
H 6.555579 -2.951409 2.554457 -0.881 0.127 0.676
H 6.795612 -3.958689 1.207185 0.390 0.105 -0.284
H 8.163164 -3.457233 2.296548 -0.287 -0.970 -0.122
H 5.845619 -3.595121 4.737068 -0.208 0.811 0.791
H 6.896288 -4.899626 5.331798 -0.344 0.119 0.260
H 5.180644 -4.897366 5.850318 -0.308 0.307 0.098
B 3.320440 2.212110 -1.162262 0.878 -0.102 1.130
F 2.696731 0.861689 -1.143762 0.046 0.609 0.000
F 4.126847 2.330949 -2.285463 -1.193 0.139 0.595
F 2.175214 3.144730 -1.047965 1.285 -1.003 -0.272
F 4.129961 2.309560 0.023340 -1.310 0.012 -1.203
B -2.152861 2.939363 2.380817 -0.426 0.235 0.139
F -1.994472 1.736297 3.056456 0.016 -0.307 0.952
F -0.832936 3.204061 1.845895 0.579 1.153 0.301
F -2.957067 2.700960 1.307395 -0.840 -0.087 -1.200
F -2.645042 4.021408 3.113019 0.750 -0.554 -0.062
B -0.794247 -1.626018 -3.523596 1.133 -1.034 0.794
F -0.296020 -1.847488 -4.813095 0.345 0.085 -0.288
F -2.000151 -1.069521 -3.539728 -1.544 1.741 -0.252
F -0.950598 -2.843378 -2.849849 0.687 -0.861 0.237
F 0.204816 -0.869647 -2.758647 -0.474 -0.285 -0.537
B 3.247802 -2.872483 3.029346 -1.009 1.453 -0.287
F 4.085862 -2.031356 2.231555 -0.409 -0.892 0.555
F 1.873784 -2.476051 2.822700 1.278 -0.339 -0.148
F 3.401817 -4.235383 2.645890 0.150 -0.028 -0.407
F 3.536184 -2.762885 4.370146 0.416 -0.067 0.176
```
Forces are in eV/Å.